1.
2 unconnected molecules or ions with the total composition C2H7N2S in a non-equilibrium geometry. Source: the Open Molecules 2025 dataset; level of theory: ωB97M-V/def2-TZVPD.

Atoms and positions in Å:
C  -1.070  2.087  1.670
S  -1.079  1.677  -0.055
H  -0.659  3.050  1.963
H  -0.612  1.347  2.323
H  -2.135  2.169  1.925
N  -0.193  -1.071  -0.928
C  1.105  -1.484  -0.972
N  1.589  -2.174  -1.938
H  -0.539  -1.126  -1.876
H  -0.473  -0.203  -0.435
H  1.721  -1.508  -0.065
H  2.344  -2.763  -1.611

## Properties
Relative energy (zero: lowest compared OMol25 entry of this formula, charge and spin) (kJ/mol): 46.91
HOMO-LUMO gap (alpha / beta) (eV): 9.6 / 6.3
Spin multiplicity: 2
Molecular weight (g mol⁻¹): 91.2

=====

2.
A molecular structure, C47H45AsN9OS2V in a non-equilibrium geometry. Source: the Open Molecules 2025 dataset; level of theory: ωB97M-V/def2-TZVPD.

Atoms and positions in Å:
V  -1.366  0.030  -0.731
C  -0.502  -4.249  -0.211
C  0.530  -4.555  -1.087
C  1.173  -3.517  -1.717
C  0.757  -2.196  -1.513
N  -0.262  -1.898  -0.684
C  -0.842  -2.928  -0.038
N  1.513  -1.248  -2.200
C  1.053  -0.105  -2.542
N  -0.193  0.429  -2.342
C  -0.265  1.645  -2.975
N  -1.224  2.490  -3.050
C  -2.399  2.461  -2.305
C  -3.379  3.368  -2.726
C  -4.533  3.535  -2.003
C  -4.685  2.809  -0.827
C  -3.697  1.919  -0.480
N  -2.588  1.703  -1.210
C  1.046  1.919  -3.631
C  1.488  2.996  -4.371
C  2.807  2.966  -4.816
C  3.639  1.885  -4.523
C  3.174  0.804  -3.777
C  1.868  0.855  -3.338
H  -1.038  -5.010  0.339
H  0.831  -5.581  -1.263
H  1.995  -3.671  -2.401
H  -1.625  -2.673  0.657
H  -3.170  3.931  -3.625
H  -5.296  4.228  -2.334
H  -5.551  2.919  -0.190
H  -3.786  1.331  0.420
H  0.828  3.828  -4.582
H  3.195  3.792  -5.400
H  4.662  1.890  -4.879
H  3.807  -0.043  -3.545
S  -3.073  -1.163  -2.127
C  -3.770  -1.812  -0.646
N  -4.652  -2.821  -0.631
N  -4.945  -3.318  -1.840
C  -5.679  -4.479  -1.970
C  -6.137  -5.193  -0.859
C  -6.868  -6.356  -1.045
C  -7.159  -6.831  -2.318
C  -6.702  -6.115  -3.419
C  -5.970  -4.953  -3.254
N  -3.497  -1.387  0.601
N  -2.450  -0.544  0.816
C  -2.322  -0.347  2.237
C  -1.235  0.355  2.757
C  -1.099  0.551  4.123
C  -2.027  0.035  5.016
C  -3.100  -0.683  4.508
C  -3.254  -0.873  3.141
H  -4.485  -2.902  -2.647
H  -5.906  -4.818  0.127
H  -7.212  -6.905  -0.177
H  -7.728  -7.743  -2.451
H  -6.921  -6.465  -4.421
H  -5.612  -4.402  -4.116
H  -0.493  0.754  2.084
H  -0.246  1.113  4.489
H  -1.914  0.187  6.082
H  -3.830  -1.117  5.182
H  -4.092  -1.433  2.758
C  4.543  -0.925  -0.231
C  3.850  -1.564  0.971
As  2.201  -0.600  1.464
C  1.880  -1.596  3.139
C  0.974  -2.805  2.927
C  3.025  0.984  2.295
C  4.018  0.748  3.428
H  5.437  -1.482  -0.522
H  4.851  0.101  -0.009
H  3.867  -0.892  -1.087
H  4.523  -1.626  1.829
H  3.539  -2.585  0.729
H  1.407  -0.902  3.837
H  2.840  -1.895  3.566
H  -0.028  -2.486  2.635
H  0.882  -3.397  3.841
H  1.352  -3.464  2.141
H  2.188  1.595  2.639
H  3.490  1.554  1.487
H  3.535  0.305  4.301
H  4.470  1.691  3.749
H  4.832  0.085  3.128
C  6.000  4.150  2.131
C  6.168  5.605  1.773
O  7.230  6.171  1.809
S  4.723  6.597  1.367
C  3.453  5.415  1.019
C  2.411  5.224  1.920
C  1.418  4.293  1.655
C  1.452  3.516  0.494
C  2.486  3.749  -0.427
C  3.466  4.692  -0.173
C  0.504  2.468  0.268
C  -0.235  1.506  0.105
H  6.957  3.649  2.007
H  5.227  3.655  1.549
H  5.707  4.101  3.183
H  2.389  5.800  2.838
H  0.611  4.139  2.361
H  2.510  3.167  -1.342
H  4.258  4.863  -0.893

## Properties
Relative energy (zero: lowest compared OMol25 entry of this formula, charge and spin) (kJ/mol): 0.00
HOMO-LUMO gap (alpha / beta) (eV): 5.9 / 6.3
Net charge: -1
Spin multiplicity: 4
Molecular weight (g mol⁻¹): 941.9

=====

3.
A molecular structure, C9H15Cl2MnN2O4Si in a non-equilibrium geometry. Source: the Open Molecules 2025 dataset; level of theory: ωB97M-V/def2-TZVPD.

Atoms and positions in Å:
Mn  -0.264  -0.034  0.240
C  -1.822  3.325  0.587
C  -2.276  2.294  -0.399
C  -3.227  2.557  -1.363
C  -3.599  1.560  -2.268
C  -3.010  0.317  -2.221
C  -2.076  0.079  -1.209
N  -1.757  1.055  -0.315
N  -1.354  -1.044  -0.979
Si  -1.926  -2.417  -0.073
C  -3.035  -3.420  -1.227
C  -2.925  -1.739  1.391
C  -0.529  -3.496  0.558
H  -1.647  4.275  0.085
H  -0.913  3.000  1.084
H  -2.586  3.482  1.350
H  -3.680  3.537  -1.415
H  -4.351  1.775  -3.017
H  -3.243  -0.468  -2.926
H  -3.954  -2.884  -1.474
H  -3.314  -4.367  -0.760
H  -2.514  -3.646  -2.160
H  -3.842  -1.252  1.048
H  -2.344  -0.997  1.947
H  -3.207  -2.529  2.088
H  0.180  -3.737  -0.237
H  -0.942  -4.431  0.940
H  0.029  -3.016  1.362
O  2.711  0.698  0.405
Cl  2.114  -0.196  -0.509
O  3.049  -0.850  -1.330
O  1.331  -1.206  0.240
O  1.118  0.514  -1.304
Cl  0.135  0.766  2.160

## Properties
Relative energy (zero: lowest compared OMol25 entry of this formula, charge and spin) (kJ/mol): 100.52
HOMO-LUMO gap (alpha / beta) (eV): 7.9 / 8.5
Spin multiplicity: 5
Molecular weight (g mol⁻¹): 369.2